Molecular formula: C16H33NO6PS5
Method: DFT, ωB97M-V/def2-TZVPD

Each line ends with the Mulliken charge.
Cartesian coordinates (Å):
C -0.728097 -4.725918 0.594239  -1.085
C 0.284654 -5.301691 1.573690  -0.410
S 1.476635 -4.119236 2.230842  -0.060
C 2.234281 -3.231220 0.850523  -0.719
P 1.459572 -1.606635 0.731834  0.216
N 0.139756 -1.591177 -0.284309  -0.130
C 0.434480 -1.507402 -1.491485  0.456
S 0.780433 -1.406961 -2.970747  -0.235
H -1.197153 -3.852947 1.025967  0.295
H -1.468210 -5.487986 0.403903  0.403
H -0.255310 -4.421395 -0.330992  0.233
H 0.765589 -6.175000 1.155292  0.374
H -0.264002 -5.646981 2.439776  0.370
H 3.267054 -3.041710 1.127204  0.431
H 2.145383 -3.718675 -0.112853  0.487
H 2.395974 -0.695872 0.219696  0.177
H 1.111262 -1.130462 1.991908  0.209
C -2.756046 0.596733 -2.141865  -0.233
C -2.773476 2.027629 -2.699683  -0.610
C -3.867145 2.798777 -1.949192  -0.447
S -4.001536 2.030728 -0.330593  1.159
O -5.293051 1.411709 -0.208340  -0.659
O -3.498638 2.923938 0.680286  -0.676
C -2.790380 0.740979 -0.623762  -0.629
H -1.875962 0.042436 -2.468760  -0.140
H -3.639629 0.055961 -2.485667  0.352
H -1.802952 2.499280 -2.525093  0.277
H -2.954677 2.040766 -3.772909  0.369
H -3.619611 3.846341 -1.821571  0.151
H -4.832257 2.710406 -2.440961  0.351
H -3.094473 -0.164055 -0.102205  0.421
H -1.834204 1.094651 -0.236277  0.286
C -1.930351 7.938983 -3.799709  -0.688
C -3.252379 8.657664 -3.496650  -0.636
C -4.362264 7.915231 -4.252910  -0.653
S -3.810318 6.212539 -4.407592  1.152
O -3.597199 5.913612 -5.798933  -0.668
O -4.629456 5.358775 -3.581847  -0.632
C -2.216582 6.450800 -3.624008  -0.631
H -1.129041 8.270391 -3.141727  0.343
H -1.626128 8.139665 -4.828715  0.327
H -3.449149 8.621313 -2.423790  0.307
H -3.217159 9.705772 -3.786806  0.321
H -5.308382 7.928252 -3.718922  0.353
H -4.499506 8.306784 -5.258452  0.357
H -1.482264 5.804002 -4.098805  0.448
H -2.324300 6.190192 -2.570853  0.310
C 4.744481 -6.199769 5.224904  -0.512
C 6.230399 -6.329257 4.861654  -0.630
C 6.599988 -5.112758 4.001696  -0.635
S 5.491789 -3.791621 4.507270  1.037
O 4.629221 -3.456045 3.393209  -0.547
O 6.228788 -2.768856 5.195212  -0.673
C 4.551440 -4.757098 5.683066  -0.677
H 4.454103 -6.904847 6.001201  0.357
H 4.129090 -6.396207 4.343762  0.237
H 6.829494 -6.331518 5.773198  0.307
H 6.437313 -7.257501 4.332949  0.334
H 7.623912 -4.786428 4.160823  0.340
H 6.431868 -5.299561 2.942988  0.351
H 3.514768 -4.428759 5.674193  0.371
H 4.989559 -4.588764 6.665700  0.347

Atomic forces in eV per Å
0.5 0.0 0.4
-0.4 0.3 -0.8
0.1 -0.3 0.8
-0.7 0.3 0.3
0.1 -0.1 -0.2
0.8 0.2 -0.3
-0.5 -0.1 0.8
0.0 0.0 -0.4
-0.3 0.2 0.1
-0.3 -0.1 -0.3
0.0 -0.1 -0.3
0.4 -0.1 -0.1
0.1 0.1 0.5
0.4 -0.2 0.0
0.2 -0.2 -0.2
0.0 0.1 0.0
-0.2 -0.1 0.0
-0.1 0.1 0.0
0.0 0.0 0.1
0.2 -0.1 -0.2
0.1 0.1 -0.1
-0.1 0.0 0.1
-0.1 0.0 0.1
0.2 -0.3 -0.2
0.0 0.0 -0.1
0.0 0.0 0.0
0.0 0.0 0.0
0.0 0.0 0.0
-0.1 0.1 0.1
-0.1 0.0 0.1
-0.1 0.1 0.1
0.0 0.1 0.0
-0.1 0.0 0.0
0.0 -0.1 0.0
0.0 0.3 0.1
0.0 0.2 0.2
0.0 -0.2 0.0
0.0 -0.2 -0.1
0.2 0.1 0.1
0.0 0.0 0.0
0.0 0.0 0.0
0.0 0.0 0.0
0.0 0.0 0.0
-0.1 -0.1 -0.1
0.0 -0.1 -0.1
-0.1 -0.1 -0.1
0.0 0.0 0.0
0.1 0.0 -0.1
-0.1 0.0 0.0
0.1 -0.3 0.0
0.1 -0.2 0.3
-0.1 0.2 -0.2
-0.1 0.2 -0.2
-0.2 -0.3 0.0
0.0 0.0 0.0
0.0 0.0 0.0
0.0 0.0 0.0
0.0 0.0 0.0
0.0 0.1 0.0
-0.1 0.1 0.0
0.0 0.1 0.0
0.0 0.1 0.0

The largest force on an atom is 0.98 eV/A. Its HOMO-LUMO gap is 0.2895 Ha. As for the calculated total energy: -94358.983 eV. Its spin multiplicity is 1. For the HOMO energy, the calculation gives -11.982 eV. The total charge is +1.